The following is a DFT calculation (wB97M-V/def2-TZVPD) of 11 unconnected molecules or ions with the total composition C54H67Br6N10 at a distorted geometry.

Cartesian coordinates (Å):
Br1 5.209 0.393 -5.264
Br2 -2.950 0.265 4.205
Br3 -4.403 -1.116 -0.569
Br4 -0.439 -1.679 -5.330
Br5 1.351 3.463 -8.031
Br6 6.207 4.724 -2.245
N1 2.570 2.952 -3.830
N2 0.756 -8.416 1.863
N3 -0.995 -1.223 0.608
N4 2.778 -2.207 6.507
N5 1.733 -2.835 4.626
N6 6.464 9.213 -3.474
N7 -6.051 -3.220 5.107
N8 0.426 6.063 -4.924
N9 2.204 -3.073 -2.493
N10 -9.141 0.377 -0.102
C1 2.880 -3.199 -1.340
C2 1.030 1.459 -1.996
C3 -5.913 -1.823 3.179
C4 -5.319 -3.876 6.230
C5 -0.687 -1.648 -0.651
C6 -1.521 -2.193 1.626
C7 0.285 0.596 -1.118
C8 3.002 -2.669 5.240
C9 1.193 6.469 -5.910
C10 -0.247 -7.532 1.611
C11 2.697 3.149 -2.514
C12 -5.313 -2.613 4.141
C13 1.887 -8.413 1.148
C14 2.332 7.195 -5.553
C15 1.900 2.449 -1.641
C16 7.777 9.737 -3.247
C17 5.860 9.536 -4.655
C18 3.901 8.311 -3.906
C19 4.541 8.035 -2.724
C20 1.592 7.262 -3.269
C21 3.534 -1.263 8.694
C22 -0.727 0.040 1.031
C23 0.965 1.257 -3.412
C24 2.594 -4.222 -0.427
C25 -8.272 -0.634 -0.372
C26 -7.324 -1.749 3.108
C27 -0.061 -0.778 -1.521
C28 1.609 -5.166 -0.716
C29 0.752 -2.494 5.554
C30 1.250 -6.312 0.108
C31 -8.055 -2.372 4.114
C32 1.641 -3.465 3.309
C33 2.552 7.660 -4.253
C34 -0.109 0.980 0.152
C35 -7.415 -3.155 5.088
C36 3.537 3.660 -4.739
C37 1.417 -2.032 6.702
C38 0.924 -5.008 -1.913
C39 -9.488 0.764 1.164
C40 1.753 1.955 -4.344
C41 -8.871 0.162 2.262
C42 1.154 -3.892 -2.765
C43 -0.520 4.995 -5.214
C44 -7.997 -0.929 2.049
C45 5.790 8.480 -2.534
C46 4.556 9.076 -4.923
C47 -9.653 1.135 -1.251
C48 0.589 -9.415 2.980
C49 -7.697 -1.303 0.694
C50 3.934 -1.898 7.371
C51 -0.071 -6.559 0.626
C52 2.147 -7.363 0.296
C53 2.601 -2.094 -3.489
C54 0.545 6.420 -3.639
H1 3.250 3.880 -5.767
H2 4.093 7.389 -1.984
H3 4.423 -2.854 7.557
H4 3.687 4.650 -4.308
H5 3.688 -2.052 -3.556
H6 -4.626 -4.658 5.920
H7 -1.196 -7.570 2.124
H8 3.089 7.331 -6.311
H9 2.127 2.571 -0.592
H10 3.158 -7.260 -0.069
H11 3.352 3.930 -2.156
H12 -0.296 -9.064 3.510
H13 0.237 1.960 0.448
H14 2.652 -0.623 8.701
H15 6.451 10.088 -5.372
H16 -9.135 -2.372 4.143
H17 -7.054 -2.166 0.606
H18 0.293 0.494 -3.775
H19 -4.234 -2.595 4.109
H20 2.237 -2.330 -4.489
H21 -0.884 4.978 -6.241
H22 2.239 -1.125 -3.147
H23 -8.057 -0.869 -1.404
H24 0.212 -5.802 -2.084
H25 3.998 9.303 -5.819
H26 1.068 -2.819 2.644
H27 4.458 3.081 -4.802
H28 -0.307 6.026 -3.104
H29 3.941 -2.969 4.799
H30 2.619 -3.748 2.921
H31 -0.862 -5.831 0.523
H32 1.113 6.045 -6.900
H33 4.637 -1.299 6.791
H34 7.788 10.706 -3.747
H35 1.126 -4.424 3.345
H36 -0.967 -1.916 2.523
H37 -0.873 -2.673 -0.933
H38 1.029 -1.792 7.681
H39 -0.262 -2.624 5.206
H40 4.350 -0.767 9.220
H41 1.504 -9.378 3.571
H42 -0.954 0.173 2.079
H43 3.048 -4.245 0.553
H44 0.538 -3.773 -3.645
H45 -1.446 5.098 -4.649
H46 -5.287 -1.335 2.447
H47 3.644 -2.446 -1.221
H48 1.635 7.580 -2.238
H49 1.848 1.740 -5.398
H50 -8.827 1.806 -1.484
H51 -4.756 -3.052 6.668
H52 0.104 -1.187 -2.507
H53 -7.915 -3.649 5.908
H54 -6.040 -4.229 6.968
H55 -10.280 1.492 1.258
H56 -9.085 0.428 3.287
H57 -9.826 0.396 -2.034
H58 7.897 9.914 -2.178
H59 8.462 8.992 -3.652
H60 -10.596 1.550 -0.895
H61 2.614 -9.160 1.434
H62 0.445 -10.435 2.622
H63 -0.100 4.040 -4.898
H64 3.303 -2.058 9.403
H65 -1.299 -3.181 1.224
H66 6.212 8.304 -1.556
H67 -2.594 -2.000 1.629

- total charge = +3
- electronic energy (hartree) = -18088.46601
- strongest force on any atom (eV/A) = 4.2
- LUMO level (eV) = -8.29

---

The following is a DFT calculation (wB97M-V/def2-TZVPD) of a molecular structure, C35H40BrCl2N2O3PtSi at a distorted geometry.

Cartesian coordinates (Å):
Pt1 -0.271 0.876 -0.110
Br1 4.854 1.324 5.481
Cl1 -5.987 5.764 0.264
Cl2 -5.255 0.535 -0.083
Si1 -0.161 -1.551 0.121
O1 -0.158 3.415 -0.136
O2 -2.354 1.129 0.040
O3 -0.148 1.629 2.119
N1 1.668 1.412 -0.182
N2 0.023 1.457 -2.130
C1 3.129 1.642 -4.135
C2 -1.257 -1.340 2.809
C3 -0.591 1.723 -4.456
C4 -3.490 4.667 0.373
C5 2.278 1.479 -1.425
C6 -1.651 -3.703 -1.213
C7 4.041 1.540 -3.098
C8 3.286 1.493 4.418
C9 -4.851 4.445 0.276
C10 -2.577 3.601 0.243
C11 -4.503 2.064 0.053
C12 -3.072 2.226 0.106
C13 1.331 1.527 -2.479
C14 2.014 1.586 5.025
C15 2.258 1.606 2.211
C16 3.633 1.443 -1.771
C17 -0.890 1.571 -3.101
C18 2.492 1.699 0.831
C19 2.736 -1.776 -0.128
C20 0.728 1.726 -4.838
C21 0.870 1.609 4.239
C22 1.745 1.624 -3.866
C23 -0.663 -3.636 2.081
C24 -5.359 3.146 0.133
C25 0.956 1.605 2.820
C26 -1.205 4.042 0.220
C27 1.524 -3.885 -0.361
C28 -1.673 -2.223 -0.774
C29 1.164 -2.032 2.653
C30 1.319 -2.114 -2.153
C31 -2.893 -2.034 0.116
C32 -0.223 -2.149 1.963
C33 1.414 -2.357 -0.640
C34 -1.973 -1.359 -2.019
C35 3.388 1.518 3.027
H1 2.288 -4.323 -1.037
H2 -1.080 -0.256 2.771
H3 -1.412 1.810 -5.168
H4 3.485 1.785 -5.161
H5 -1.150 -1.612 3.890
H6 4.397 1.482 2.595
H7 0.619 -4.496 -0.529
H8 -0.944 -3.835 3.137
H9 0.130 -4.363 1.836
H10 -0.875 -3.915 -1.973
H11 1.049 -2.073 3.780
H12 -1.147 -1.223 -2.738
H13 -2.943 -2.672 1.021
H14 -6.439 3.016 0.054
H15 0.456 -2.665 -2.616
H16 1.864 -2.834 2.366
H17 4.413 1.262 -1.001
H18 -3.135 5.689 0.611
H19 -2.643 -3.902 -1.636
H20 2.297 -2.458 -2.584
H21 -2.318 -1.538 2.536
H22 -2.800 -1.895 -2.568
H23 -2.383 -0.369 -1.733
H24 3.510 1.999 0.531
H25 -3.775 -2.360 -0.484
H26 -3.077 -0.992 0.408
H27 3.548 -2.354 -0.622
H28 -0.111 1.593 4.745
H29 -1.925 1.563 -2.765
H30 2.881 -1.902 0.956
H31 1.229 -1.051 -2.407
H32 5.112 1.541 -3.314
H33 -1.543 -3.876 1.464
H34 0.989 1.868 -5.887
H35 1.950 1.607 6.113
H36 1.845 -4.075 0.684
H37 1.678 -1.090 2.448
H38 2.877 -0.707 -0.382
H39 -1.511 -4.441 -0.391
H40 -1.053 5.094 0.526

- relative energy (zero: lowest compared OMol25 entry of this formula, charge and spin) (kJ/mol) = 0.0
- total charge = +1
- electronic energy (hartree) = -5595.75889
- strongest force on any atom (eV/A) = 4.7
- LUMO level (spin up / spin down) (eV) = -3.81 / -6.09
- spin multiplicity = 5